Below is a cluster of 2 separate species, C5H14NO2 in total at a distorted geometry, with properties calculated with wB97M-V/def2-TZVPD.

- LUMO: 3.41 eV
- Orbital gap: 5.74 eV
- Multiplicity: 1
- Net charge: -1
- ΔE to the lowest compared entry with this formula, charge and spin: 78.2 kcal per mole

Geometry as XYZ:
```
22
Properties=species:S:1:pos:R:3:forces:R:3:lowdin_charge:R:1
C -0.4960 -0.8251 1.4529 1.506 1.031 -1.286 -0.08
N -1.0252 -0.1275 0.1845 0.276 -2.912 1.275 -0.24
C -1.4435 -1.0939 -0.9245 0.139 1.746 0.713 -0.11
C 1.0657 0.9246 -0.8635 -2.396 0.103 -2.163 -0.09
C -0.4094 1.0777 -0.2151 2.061 1.044 0.979 -0.34
C -0.0428 2.2597 1.0589 1.027 -2.149 -1.442 -0.47
O 0.4723 1.8008 2.1630 1.053 -0.188 0.431 -0.33
H 0.2151 -0.1617 2.0668 -1.988 -0.059 -0.736 0.08
H 0.2430 -1.6453 1.2515 -1.250 -0.112 -0.219 0.04
H -1.4375 -1.1267 1.9061 0.562 -0.453 0.745 0.06
H -2.2877 -0.5446 -1.2789 -0.891 0.085 -0.949 0.04
H -0.7854 -1.2511 -1.7956 0.486 0.224 0.454 0.06
H -1.8202 -2.0807 -0.6523 0.302 0.130 0.798 0.06
H 1.6829 1.4897 -0.2079 1.139 -0.013 0.257 0.02
H 1.4680 -0.0786 -1.1640 -0.532 0.609 0.674 0.04
H 0.9523 1.4427 -1.8577 0.662 -0.178 0.782 0.06
H -1.1453 1.6842 -0.7723 0.562 -0.344 -0.607 0.10
H 0.7008 2.8576 0.3708 -1.352 0.221 0.896 0.08
H -0.9895 2.6843 1.2834 -1.443 1.358 -0.539 0.05
H 1.8909 -2.8577 -1.3187 0.490 0.284 -1.060 0.01
H 1.6383 -1.7387 -0.2287 -0.050 -0.864 -0.579 0.02
O 1.5531 -2.6898 -0.4585 -0.361 0.436 1.577 -0.07
```
Forces are in eV/Å.


Below is a cluster of 6 separate species, H12O6 in total, with properties calculated with wB97M-V/def2-TZVPD.

- LUMO: 0.19 eV
- Orbital gap: 11.48 eV
- Multiplicity: 1
- ΔE to the lowest compared entry with this formula, charge and spin: 26.6 kcal per mole

Geometry as XYZ:
```
18
Properties=species:S:1:pos:R:3:forces:R:3:lowdin_charge:R:1
O 0.1112 0.9137 -3.2083 -0.135 -0.082 -0.286 -0.05
H 0.1589 1.8126 -3.5337 -0.032 0.187 -0.187 0.03
H 0.6227 0.9237 -2.3994 0.129 -0.149 0.410 -0.01
O 0.9173 -3.0338 0.9141 0.227 0.075 0.697 -0.07
H 0.2616 -2.6460 0.3345 -0.262 0.000 -0.523 -0.01
H 1.3519 -3.6955 0.3761 0.038 -0.168 -0.109 0.03
O -0.7824 2.9863 1.5281 -0.198 0.609 -0.587 -0.06
H -0.8879 2.0527 1.7113 0.182 -0.192 0.383 -0.04
H 0.1444 3.1599 1.6930 0.210 0.075 0.115 0.04
O -0.8189 0.4307 2.3598 -0.079 -0.368 -0.177 -0.03
H -0.4369 -0.2239 2.9445 0.307 -0.166 0.207 0.08
H -1.7556 0.2338 2.3585 -0.398 -0.112 0.035 0.07
O 0.0264 -2.0837 -1.6353 -0.236 -0.508 0.206 -0.05
H -0.4368 -1.2463 -1.6159 -0.081 0.440 -0.222 0.02
H 0.9497 -1.8494 -1.5412 0.282 0.211 -0.100 0.04
O 0.4591 0.6415 -0.3562 0.339 -0.155 -0.427 -0.05
H 0.0826 0.1277 0.3583 -0.053 -0.108 0.423 0.01
H 0.0328 1.4958 -0.2881 -0.240 0.410 0.143 0.03
```
Forces are in eV/Å.


Below is a structure of composition C14H20N2O4 at a distorted geometry, with properties calculated with wB97M-V/def2-TZVPD.

- LUMO: 0.57 eV
- Orbital gap: 8.71 eV
- Multiplicity: 1
- ΔE to the lowest compared entry with this formula, charge and spin: 149.1 kcal per mole

Geometry as XYZ:
```
40
Properties=species:S:1:pos:R:3:forces:R:3:lowdin_charge:R:1
C 1.3935 0.5167 -0.3398 -1.118 1.198 -0.162 -0.35
C 0.1319 -0.0212 -0.9781 -1.143 -3.736 -1.968 -0.36
C 2.6486 -0.3155 -0.5646 2.718 -1.094 3.589 -0.06
C 2.5372 -1.6895 0.3486 -0.980 1.192 -0.958 -0.19
C 3.0105 -1.7039 1.6819 1.766 3.975 -1.881 -0.14
C 1.8103 -2.8156 -0.0657 2.156 0.379 2.422 -0.06
C 3.0904 -2.7631 2.4670 -0.950 -4.326 2.249 -0.06
C 1.6914 -3.9018 0.8297 -1.014 -0.771 1.570 -0.01
C 2.2345 -3.9264 2.1993 1.607 3.648 -3.671 -0.33
C -1.4051 1.8628 -0.4601 -3.150 0.912 1.327 -0.26
C -2.0319 1.8201 0.9655 0.125 -2.808 -2.803 -0.52
C -2.5845 2.6103 -1.2770 4.277 1.493 2.734 -0.48
C -3.7975 1.8436 -1.2772 -1.079 -1.832 -1.297 -0.08
C -2.0747 2.8984 -2.6206 1.814 1.085 -5.705 -0.13
H 0.8395 0.0383 1.6771 -0.048 1.539 -2.032 0.14
H 1.6364 1.4133 1.5611 -0.195 0.049 -0.991 0.09
H 1.4705 1.5058 -0.7643 0.647 0.453 -0.748 0.13
H 3.5429 0.1919 0.1175 -2.165 -0.656 -2.095 0.14
H 3.0688 -0.4039 -1.6274 -1.114 -0.132 1.588 0.13
H 3.5427 -0.8078 2.1473 -0.526 -0.898 -1.275 0.13
H 1.4119 -2.7847 -1.0352 -0.625 -0.512 -0.905 0.08
H 3.8700 -2.7591 3.2796 -1.528 -0.122 -0.397 0.13
H 0.9680 -4.6664 0.4573 0.847 0.153 0.710 0.11
H 2.0348 -5.8423 2.6272 0.279 4.248 2.482 0.24
H -1.7870 -0.1522 -1.3387 1.762 2.943 0.891 0.22
H -0.6319 2.5638 -0.3663 1.431 0.639 -0.231 0.12
H -2.5945 3.6315 -0.7915 -0.660 -1.276 0.008 0.16
H -3.6118 0.8858 -1.8426 -0.420 0.899 0.331 0.11
H -4.2810 1.5665 -0.3681 -0.099 0.206 0.835 0.08
H -4.4141 2.4825 -1.8489 -1.644 0.082 -0.793 0.08
H -2.4946 2.0595 -3.4667 1.510 2.281 2.276 0.13
H -0.7241 2.9276 -2.6946 -4.418 -0.038 0.136 0.16
H -2.5029 4.0133 -3.0623 1.355 -3.220 1.233 0.13
H -3.2713 0.8126 2.0064 2.139 -0.903 -1.994 0.19
N 0.9405 0.8940 1.0005 0.646 -2.192 3.412 0.05
N -1.0651 0.6581 -1.0556 0.032 -3.766 -0.941 0.10
O 0.0925 -1.1885 -1.4808 0.465 2.839 1.010 0.00
O 2.1470 -4.8431 3.1580 -0.670 -5.490 -2.320 -0.01
O -2.2687 2.8055 1.5488 -0.368 1.920 1.992 0.14
O -2.5730 0.5832 1.2533 -1.659 1.635 2.371 0.05
```
Forces are in eV/Å.


Below is a cluster of 2 separate species, C5H15N in total at a distorted geometry, with properties calculated with wB97M-V/def2-TZVPD.

- LUMO: 1.01 eV
- Orbital gap: 9.48 eV
- Multiplicity: 1
- ΔE to the lowest compared entry with this formula, charge and spin: 46.4 kcal per mole

Geometry as XYZ:
```
21
Properties=species:S:1:pos:R:3:forces:R:3:lowdin_charge:R:1
C -3.2284 3.0130 1.1559 -0.895 -0.712 -0.276 -0.13
C -3.3393 1.4761 0.8525 -1.156 1.013 -0.161 -0.35
C -2.0884 0.8433 0.2886 1.168 -0.429 -0.394 -0.17
H -2.9148 3.7509 0.4190 0.037 -0.615 -0.845 0.06
H -4.2403 3.3526 1.4500 0.718 -0.004 0.489 0.07
H -2.4574 3.1019 1.9059 -0.192 0.218 0.812 0.05
H -3.6748 1.0332 1.8503 0.581 0.275 -1.378 0.11
H -4.1398 1.2343 0.0866 0.502 0.496 1.083 0.11
H -2.2113 -0.2576 0.5512 0.799 1.167 -0.914 0.08
H -1.1197 1.2595 0.7225 -1.236 -0.690 -0.188 0.08
H -1.9890 1.0606 -0.8444 -0.314 -0.723 1.769 0.09
C 2.2211 -1.2736 -1.8961 0.699 -4.223 3.697 -0.08
C 2.8782 -1.4038 -0.4088 -2.002 -0.151 -1.169 -0.34
N 3.5764 -2.6536 -0.0003 -0.023 -0.567 -0.522 -0.08
H 3.0154 -1.3481 -2.5658 0.719 -0.130 -1.766 0.03
H 1.5526 -0.4920 -1.9751 -0.816 2.146 -0.143 0.02
H 1.5372 -2.1729 -1.8141 0.869 0.580 -1.118 0.08
H 1.9305 -1.2355 0.1030 0.222 -0.114 1.121 0.07
H 3.4577 -0.5082 -0.2678 0.792 -0.061 0.404 0.08
H 3.1290 -3.6673 -0.1909 1.726 3.698 0.962 0.13
H 4.4308 -2.4674 0.6183 -2.195 -1.172 -1.463 0.08
```
Forces are in eV/Å.


Below is the ion C5H11BBrO3 with charge -1 at a distorted geometry, with properties calculated with wB97M-V/def2-TZVPD.

- LUMO: 3.14 eV
- Orbital gap: 7.94 eV
- Multiplicity: 1
- Net charge: -1

Geometry as XYZ:
```
21
Properties=species:S:1:pos:R:3:forces:R:3:lowdin_charge:R:1
C -2.4092 -1.0458 1.6863 -0.129 0.127 -0.381 0.01
C -1.0797 -1.7729 1.6494 -0.191 1.384 1.259 -0.58
O -0.9785 -2.9192 1.3883 0.077 -1.671 -0.744 0.13
O -0.0386 -1.0816 2.1874 0.150 0.323 -0.374 -0.05
C 0.8046 -0.1848 1.3840 0.131 -0.029 0.132 -0.16
C 0.4462 -0.0212 -0.0846 -0.202 0.010 0.079 -0.23
C 1.4331 0.9411 -0.7656 0.229 -0.017 0.156 -0.25
B 0.9197 1.3996 -2.2369 -0.602 -0.258 0.303 -1.08
O 0.2984 0.3042 -2.9675 -0.404 0.177 -0.042 -0.11
Br 2.6426 2.0405 -3.2987 0.363 0.268 -0.244 0.33
H -2.5521 -0.5453 0.7185 -0.014 -0.054 0.231 0.08
H -2.4216 -0.2852 2.4732 0.027 -0.184 -0.174 0.08
H -3.2215 -1.7722 1.8225 0.281 0.226 -0.048 0.08
H 0.7730 0.7875 1.8986 0.012 -0.248 -0.178 0.12
H 1.8230 -0.5921 1.4778 -0.282 0.158 -0.052 0.12
H 0.4479 -0.9943 -0.6004 0.035 0.267 0.147 0.12
H -0.5758 0.3827 -0.1843 0.211 -0.067 0.065 0.11
H 2.4315 0.4729 -0.8046 -0.256 0.049 -0.006 0.08
H 1.5436 1.8509 -0.1462 0.021 -0.259 -0.116 0.09
H 0.1942 2.3891 -2.1731 0.086 -0.044 -0.080 0.04
H -0.4809 0.6462 -3.4241 0.459 -0.158 0.067 0.05
```
Forces are in eV/Å.


Below is the molecule C6H7N3O at a distorted geometry, with properties calculated with wB97M-V/def2-TZVPD.

- LUMO: 0.76 eV
- Orbital gap: 9.46 eV
- Multiplicity: 1
- ΔE to the lowest compared entry with this formula, charge and spin: 36.2 kcal per mole

Geometry as XYZ:
```
17
Properties=species:S:1:pos:R:3:forces:R:3:lowdin_charge:R:1
N 2.5012 1.1126 0.4321 5.866 4.643 -1.183 0.15
C 2.5957 -0.0986 -0.1171 -4.131 -0.518 1.381 -0.66
O 3.5609 -0.6694 -0.4376 3.120 -1.396 -1.151 0.10
N 1.3528 -0.8535 -0.0115 2.090 -2.906 1.395 0.11
C 0.0566 -0.4326 -0.0147 -0.731 -1.312 1.348 -0.36
C -0.9612 -1.3970 0.1410 -3.513 0.886 -0.667 0.02
C -2.3345 -0.8946 0.0324 4.892 -0.929 0.261 -0.05
C -2.4891 0.4448 -0.1266 -6.606 0.296 -0.290 -0.12
C -1.4488 1.2530 -0.2376 2.431 -6.436 1.865 -0.17
N -0.2113 0.8519 -0.0891 1.392 0.947 -1.038 0.13
H 1.7364 1.7076 0.3325 -2.195 0.140 -0.127 0.03
H 3.4055 1.8177 0.0841 -3.049 -3.061 1.492 0.22
H 1.5650 -1.8259 0.4877 -0.776 2.861 -1.957 0.21
H -0.8996 -2.4918 0.2299 0.716 0.708 -0.115 0.11
H -3.0771 -1.6016 -0.0694 -1.753 -1.215 0.282 0.07
H -3.6430 0.9587 -0.2078 3.445 -1.652 0.102 0.18
H -1.7095 2.1188 -0.4283 -1.197 8.944 -1.600 0.03
```
Forces are in eV/Å.